{"formula": "C6H12O", "method": "wB97M-V/def2-TZVPD", "species": ["C", "C", "C", "C", "C", "C", "H", "H", "H", "H", "H", "H", "H", "H", "H", "H", "H", "H", "O"], "coordinates": [[2.72145, -0.60058, -1.58716], [1.49469, -1.44905, -1.31769], [-2.26318, -1.91246, 1.80443], [-1.37933, -1.14155, 1.16389], [-0.69874, -1.46732, -0.06792], [0.50139, -0.91008, -0.34766], [3.39087, -0.47028, -0.73706], [3.37139, -1.12538, -2.29961], [2.45334, 0.32245, -2.10198], [0.87453, -1.58089, -2.22245], [1.78247, -2.41959, -0.90943], [-2.79925, -2.70238, 1.28371], [-2.47986, -1.83501, 2.85815], [-1.06832, -0.23472, 1.69160], [-1.38772, -1.81766, -0.83933], [0.79912, -0.01876, 0.21315], [-0.76125, 5.58947, 1.40580], [0.05018, 5.84403, 0.05118], [-0.81267, 5.69113, 0.45371]], "mulliken_charge": [-1.26, -0.07, -0.72, -0.18, -0.20, -0.45, 0.34, 0.36, 0.32, 0.24, 0.25, 0.24, 0.25, 0.23, 0.34, 0.30, 0.32, 0.32, -0.64], "homo_lumo_gap_ev": 9.1, "e_tot_ev": -8461.842, "e_homo_ha": -0.3029, "smiles": "C=C/C=C/CC.O", "spin_multiplicity": 1, "lumo_ev": 0.86}

---

{"formula": "C6H12O", "method": "wB97M-V/def2-TZVPD", "species": ["C", "C", "C", "C", "C", "C", "O", "H", "H", "H", "H", "H", "H", "H", "H", "H", "H", "H", "H"], "coordinates": [[1.72709, 0.63429, -1.43177], [0.29161, 0.15252, -1.63722], [-0.36506, -0.27937, -0.35343], [-0.61651, 0.64913, 0.58177], [-1.44443, 0.46615, 1.78589], [-0.71676, -1.69794, -0.15935], [-1.33222, -2.16743, 0.78363], [2.15378, 1.01833, -2.36334], [1.76075, 1.43820, -0.68643], [2.36049, -0.17936, -1.06230], [-0.31196, 0.96260, -2.06317], [0.26398, -0.66857, -2.36272], [1.14991, -0.57930, 1.48613], [-2.33399, 0.62172, 1.12294], [-0.32929, 1.68330, 0.39276], [-1.35128, 1.24577, 2.55033], [0.92672, -0.38795, 2.16697], [-1.45746, -0.53590, 2.21933], [-0.37533, -2.37619, -0.97002]], "mulliken_charge": [-1.09, -0.71, 0.62, -0.20, -1.19, -0.20, -0.51, 0.37, 0.30, 0.30, 0.29, 0.38, -0.16, 0.34, 0.34, 0.29, 0.17, 0.34, 0.32], "homo_lumo_gap_ev": 9.6, "e_tot_ev": -8461.723, "e_homo_ha": -0.3390, "smiles": "C/C=C(\\C=O)CC.[H][H]", "spin_multiplicity": 1, "lumo_ev": 0.34}